1.
57
Properties=species:S:1:pos:R:3 method="wB97M-V/def2-TZVPD" de_lowest_kcal_mol=11.1 smiles="CCCS(=O)(=O)N1CCC(C(=O)NCCN(CC)c2ccccc2)CC1" homo_lumo_gap_ev=7.90 homo_ev=-7.349 charge=0 energy_ev=-41654.631
C 2.98 -2.91 1.30
H 3.70 -3.46 0.69
C 1.96 -3.87 1.89
C 0.90 -3.13 2.70
H 0.20 -3.80 3.17
H 1.34 -2.45 3.43
S -0.10 -2.10 1.58
O 0.52 -0.82 1.40
O -0.40 -2.84 0.39
N -1.53 -1.99 2.47
C -1.46 -1.02 3.56
C -2.54 0.05 3.46
H -3.52 -0.36 3.73
H -2.30 0.85 4.16
C -2.58 0.64 2.05
C -1.32 1.49 1.84
O -0.62 1.84 2.76
N -1.13 1.92 0.57
H -1.69 1.55 -0.18
C 0.05 2.66 0.19
H 0.48 3.07 1.10
H -0.26 3.48 -0.47
C 1.08 1.76 -0.51
N 0.60 1.26 -1.78
C 0.69 2.03 -2.92
C 1.12 3.36 -2.88
C 1.18 4.14 -4.02
C 0.80 3.63 -5.25
C 0.37 2.32 -5.31
C 0.32 1.53 -4.18
H -0.02 0.51 -4.28
H 0.07 1.89 -6.26
H 0.84 4.24 -6.14
H 1.52 5.16 -3.94
H 1.43 3.81 -1.95
C 0.34 -0.16 -1.85
H 0.07 -0.51 -0.86
C 1.56 -0.97 -2.32
H 1.85 -0.69 -3.33
H 2.40 -0.78 -1.66
H 1.32 -2.03 -2.30
H -0.51 -0.35 -2.51
H 2.02 2.31 -0.63
H 1.27 0.91 0.15
C -2.78 -0.48 1.00
C -2.71 -1.87 1.64
H -3.59 -2.08 2.26
H -2.63 -2.63 0.87
H -1.99 -0.45 0.25
H -3.74 -0.37 0.49
H -3.42 1.34 1.99
H -1.55 -1.56 4.51
H -0.49 -0.53 3.53
H 2.45 -4.60 2.53
H 1.45 -4.40 1.09
H 2.48 -2.18 0.68
H 3.52 -2.39 2.08

2.
58
Properties=species:S:1:pos:R:3 method="wB97M-V/def2-TZVPD" de_lowest_kcal_mol=2.6 smiles="CC(C)c1nnc(NC(=O)CCC(=O)N2CCN(C3CCCCC3)CC2)s1" homo_lumo_gap_ev=9.16 homo_ev=-8.597 charge=0 energy_ev=-42588.121
C -8.41 -0.63 0.30
H -9.36 -1.15 0.29
H -8.00 -0.67 1.30
H -8.58 0.41 0.04
C -7.44 -1.27 -0.70
C -6.15 -0.52 -0.71
N -5.66 0.05 -1.74
N -4.50 0.66 -1.54
C -4.08 0.55 -0.32
N -2.91 1.10 0.13
C -2.51 0.95 1.42
O -3.16 0.33 2.23
C -1.18 1.59 1.79
H -1.24 1.81 2.86
C -0.80 2.85 1.01
C -0.18 2.50 -0.33
O -0.91 2.32 -1.31
N 1.15 2.39 -0.43
C 2.12 2.36 0.65
H 2.91 3.08 0.42
C 2.74 0.96 0.73
N 3.38 0.66 -0.54
C 2.39 0.64 -1.59
C 1.75 2.03 -1.70
H 2.52 2.76 -1.94
H 0.97 2.04 -2.46
H 1.59 -0.10 -1.40
H 2.87 0.40 -2.54
C 4.30 -0.47 -0.54
C 3.74 -1.79 0.00
C 4.76 -2.90 -0.18
C 6.06 -2.56 0.53
C 6.62 -1.23 0.02
C 5.59 -0.12 0.21
H 5.39 0.00 1.27
H 5.98 0.83 -0.17
H 7.54 -0.98 0.56
H 6.87 -1.33 -1.04
H 6.79 -3.36 0.37
H 5.88 -2.49 1.61
H 4.36 -3.84 0.21
H 4.95 -3.05 -1.25
H 2.81 -2.04 -0.52
H 3.51 -1.68 1.06
H 4.57 -0.62 -1.59
H 1.94 0.23 0.97
H 3.48 0.95 1.52
H 1.66 2.61 1.60
H -1.70 3.44 0.80
H -0.14 3.48 1.60
H -0.41 0.82 1.67
H -2.34 1.59 -0.58
S -5.14 -0.36 0.73
C -7.19 -2.74 -0.34
H -6.50 -3.19 -1.05
H -8.12 -3.29 -0.36
H -6.76 -2.81 0.66
H -7.85 -1.21 -1.71

3.
63
Properties=species:S:1:pos:R:3 method="wB97M-V/def2-TZVPD" de_lowest_kcal_mol=4.7 homo_lumo_gap_ev="7.31 / 7.31" homo_ev="-11.501 / -11.502" charge=+1 energy_ev=-186075.422
Rh 1.50 0.04 -1.35
N 3.58 -0.46 -1.36
N 4.26 0.75 -1.06
C 3.59 1.95 -1.32
O 4.25 2.97 -1.43
O 2.30 1.86 -1.36
H 3.77 -1.13 -0.63
H 3.88 -0.85 -2.25
H 5.24 0.79 -1.31
Se -0.76 0.96 -1.48
P -1.34 -1.10 -2.01
Se 0.58 -2.14 -2.05
C -2.48 -1.82 -0.82
C -2.45 -3.19 -0.60
C -3.39 -3.75 0.26
C -4.33 -2.95 0.88
C -4.35 -1.58 0.66
C -3.42 -1.01 -0.19
C -2.16 -1.13 -3.61
C -3.21 -0.24 -3.83
C -3.88 -0.27 -5.05
C -3.50 -1.18 -6.03
C -2.45 -2.07 -5.80
C -1.77 -2.04 -4.59
H -1.71 -3.81 -1.08
H -3.37 -4.82 0.44
H -5.06 -3.40 1.55
H -5.09 -0.96 1.15
H -3.42 0.06 -0.36
H -3.50 0.47 -3.07
H -4.69 0.41 -5.23
H -4.02 -1.20 -6.97
H -2.16 -2.77 -6.56
H -0.95 -2.72 -4.41
C -0.11 -1.21 2.31
N 0.33 0.14 2.63
C -0.01 0.60 3.97
P 1.49 0.94 1.79
O 1.78 0.09 0.56
N 2.92 1.10 2.56
C 3.86 -0.02 2.62
C 3.15 2.10 3.60
N 0.96 2.45 1.57
C -0.45 2.82 1.54
C 1.86 3.51 1.10
H -1.19 -1.28 2.44
H 0.35 -1.97 2.95
H 0.11 -1.44 1.28
H -1.08 0.47 4.14
H 0.22 1.66 4.08
H 0.53 0.05 4.74
H 3.65 -0.73 1.83
H 3.80 -0.54 3.58
H 4.88 0.35 2.50
H 2.38 2.87 3.57
H 4.12 2.58 3.44
H 3.15 1.64 4.59
H -1.08 1.97 1.76
H -0.71 3.20 0.55
H -0.64 3.61 2.27
H 2.88 3.15 1.02
H 1.83 4.36 1.79
H 1.55 3.85 0.11